Entry 1:
The following is a quantum chemistry calculation of a cluster of 3 separate species, C13H20IN2O7S in total at a distorted geometry, from the OMol25 dataset.

```
44
Properties=species:S:1:pos:R:3:lowdin_charge:R:1
O 3.171 -0.209 0.604 0.04
C 3.329 0.737 -0.093 -0.82
I 4.570 0.562 -1.868 0.88
C 2.661 2.077 0.196 -0.12
C 1.099 1.964 0.185 -0.17
C 0.647 3.128 -0.641 0.07
N 0.524 2.776 -1.858 0.16
C 0.772 1.346 -2.066 -0.05
C 0.542 0.810 -0.650 -0.25
N -0.926 0.685 -0.416 0.05
C -1.339 -0.468 -0.577 -0.77
S -1.775 -1.918 -0.865 0.89
H 3.033 2.783 -0.539 0.09
H 3.001 2.416 1.165 0.14
H 0.736 2.067 1.198 0.16
H 0.451 4.119 -0.269 0.17
H 0.258 3.381 -2.623 0.19
H -0.064 0.984 -2.663 0.14
H 1.672 1.063 -2.597 0.09
H 0.943 -0.170 -0.447 0.14
C -4.000 1.827 -0.316 -0.05
O -4.448 3.153 -0.033 0.01
C -4.157 3.571 1.200 -0.63
O -3.555 2.941 2.030 0.12
O -4.635 4.801 1.344 0.01
C -4.400 5.382 2.630 -0.03
H -4.290 1.610 -1.341 0.10
H -2.917 1.759 -0.219 0.05
H -4.480 1.108 0.346 0.11
H -3.332 5.467 2.825 0.09
H -4.879 4.795 3.410 0.10
H -4.839 6.375 2.607 0.10
C 2.842 -3.802 0.755 -0.05
O 1.800 -4.755 0.558 0.00
C 2.214 -5.910 0.028 -0.63
O 3.344 -6.174 -0.276 0.13
O 1.158 -6.706 -0.103 0.01
C 1.455 -7.990 -0.661 -0.03
H 2.386 -2.914 1.185 0.08
H 3.590 -4.185 1.447 0.10
H 3.307 -3.537 -0.194 0.10
H 2.149 -8.533 -0.024 0.10
H 1.866 -7.887 -1.664 0.10
H 0.516 -8.531 -0.712 0.09
```

Frontier orbital gap: 7.82 eV
Total charge: +1
E_tot: -50045.943 eV
Highest occupied orbital energy: -12.598 eV

=====

Entry 2:
The following is a quantum chemistry calculation of a structure of composition C11H30CoN2O7P at a distorted geometry, from the OMol25 dataset.

```
52
Properties=species:S:1:pos:R:3:lowdin_spin:R:1
Co 0.593 -0.987 -0.075 2.67
P 2.782 -0.270 -0.926 0.01
O 3.691 -1.470 -1.456 0.00
O 3.336 1.097 -1.031 0.01
O 2.485 -0.649 0.533 0.08
O 1.413 -0.416 -1.635 0.08
C -0.659 -4.030 -1.364 0.00
C -0.327 -3.812 0.152 0.01
C 1.042 -4.388 0.629 0.00
O -0.525 -2.458 0.404 0.08
H -0.372 -4.997 -1.869 0.00
H 0.010 -3.257 -1.854 0.00
H -1.699 -3.788 -1.583 0.00
H -1.127 -4.323 0.699 0.00
H 1.926 -3.920 0.144 0.00
H 1.188 -5.473 0.587 0.00
H 1.042 -4.139 1.720 0.00
H 4.035 -1.302 -2.358 0.00
C -0.777 2.017 2.905 0.00
C -0.044 0.933 2.145 0.00
C 0.321 -0.206 3.038 0.00
O -0.853 -0.751 3.720 0.00
C -1.269 -2.044 3.206 0.00
N -0.685 0.305 0.980 0.04
H -0.089 2.376 3.658 0.00
H -1.680 1.541 3.363 0.00
H -1.057 2.850 2.216 0.00
H 0.889 1.363 1.767 0.00
H 0.889 0.119 3.887 0.00
H 0.862 -0.982 2.554 0.00
H -0.476 -2.502 2.685 0.00
H -2.053 -1.904 2.470 0.00
H -1.659 -2.639 4.102 0.00
H -1.070 0.981 0.328 0.00
H -1.537 -0.187 1.220 0.00
C 0.392 4.643 -2.293 0.00
C -0.440 3.663 -1.582 0.00
C -0.651 2.460 -2.473 0.00
O -1.642 1.689 -1.850 0.00
C -1.826 0.480 -2.632 0.00
N 0.168 3.207 -0.333 0.00
H -0.167 5.121 -3.154 0.00
H 1.307 4.213 -2.661 0.00
H 0.734 5.577 -1.775 0.00
H -1.352 4.230 -1.339 0.00
H 0.307 1.924 -2.767 0.00
H -1.085 2.747 -3.389 0.00
H -2.688 0.012 -2.111 0.00
H -0.936 -0.161 -2.556 0.00
H -2.150 0.689 -3.693 0.00
H 0.391 4.026 0.277 0.00
H 1.089 2.791 -0.630 0.00
```

Frontier orbital gap (alpha / beta): 7.82 / 8.11 eV
Total charge: -1
E_tot: -76126.907 eV
Highest occupied orbital energy (alpha / beta): -4.767 / -5.060 eV
Multiplicity: 4

=====

Entry 3:
The following is a quantum chemistry calculation of a structure of composition C9H23AlN4O5P, from the OMol25 dataset.

```
43
Properties=species:S:1:pos:R:3:lowdin_charge:R:1
C 2.973 -2.224 2.108 -0.14
N 2.223 -3.169 1.281 -0.13
C 0.769 -2.994 1.320 -0.18
C 0.217 -1.767 0.572 -0.39
C -0.337 -0.664 1.503 -0.22
O -1.151 0.216 0.749 -0.26
Al -1.593 -0.625 -0.784 0.17
C -1.073 0.259 -2.474 -0.21
C 0.404 0.437 -2.878 -0.28
C 1.038 1.690 -2.274 -0.21
C 1.569 1.446 -0.862 -0.21
N 1.704 2.659 -0.040 0.02
C 0.677 2.875 0.895 -0.57
N 0.987 3.181 2.094 0.09
N -0.634 2.739 0.406 0.12
P -3.991 -0.662 -0.645 0.45
O -4.835 -1.437 -1.588 -0.38
O -4.495 0.915 -0.669 -0.22
O -4.383 -1.104 0.892 -0.22
O -0.811 -2.141 -0.323 -0.14
H 2.299 -1.617 2.724 0.07
H 3.654 -2.754 2.786 0.06
H 3.573 -1.520 1.517 0.07
H 2.518 -3.078 0.316 0.09
H 0.474 -2.959 2.378 0.12
H 0.291 -3.877 0.886 0.12
H 1.066 -1.309 0.017 0.12
H 0.492 -0.128 1.993 0.12
H -0.949 -1.140 2.290 0.12
H -1.563 1.247 -2.524 0.06
H -1.584 -0.332 -3.251 0.06
H 0.998 -0.433 -2.558 0.10
H 0.501 0.481 -3.970 0.10
H 0.294 2.496 -2.273 0.10
H 1.862 2.046 -2.904 0.10
H 0.946 0.707 -0.340 0.08
H 2.572 1.013 -0.955 0.12
H 2.565 2.672 0.494 0.10
H 0.140 3.426 2.602 0.03
H -1.068 1.882 0.773 0.05
H -0.652 2.690 -0.604 0.05
H -3.856 1.486 -0.213 0.04
H -3.832 -0.628 1.534 0.04
```

Frontier orbital gap: 8.44 eV
Total charge: -1
E_tot: -41797.088 eV
Highest occupied orbital energy: -5.520 eV

=====

Entry 4:
The following is a quantum chemistry calculation of a structure of composition C3H22B4Be2Cl6 at a distorted geometry, from the OMol25 dataset.

```
37
Properties=species:S:1:pos:R:3:lowdin_charge:R:1
Be 3.332 -1.192 -0.876 0.87
Be -2.066 1.590 -4.127 0.90
B -5.838 3.319 -4.382 -0.23
H -5.418 3.144 -5.360 -0.01
H -5.255 4.113 -3.940 -0.04
H -6.865 3.606 -4.546 0.00
H -5.690 2.431 -3.788 -0.06
B -0.332 0.820 0.090 -0.31
H -0.306 -0.090 -0.488 -0.07
H -0.252 0.631 1.150 -0.04
H 0.525 1.418 -0.181 -0.05
H -1.251 1.354 -0.091 -0.06
B 1.815 -0.065 -4.713 -0.32
H 2.856 -0.305 -4.563 -0.06
H 1.586 -0.040 -5.767 -0.05
H 1.171 -0.785 -4.232 -0.07
H 1.598 0.920 -4.330 -0.05
B 4.392 -4.246 1.747 -0.22
H 3.456 -3.754 1.960 -0.03
H 4.600 -5.137 2.321 -0.03
H 4.245 -4.537 0.719 -0.01
H 5.145 -3.474 1.735 -0.05
C 3.624 -1.270 6.838 -1.01
Cl 3.459 0.069 5.718 0.50
Cl 3.920 -0.769 8.574 0.46
H 2.814 -1.971 6.638 0.03
H 4.499 -1.808 6.471 0.02
C 0.168 6.190 2.850 -0.90
Cl 1.646 6.057 1.794 0.45
Cl -1.416 6.588 1.937 0.41
H -0.019 5.190 3.241 0.01
H 0.394 6.865 3.676 0.03
C -4.184 -5.036 -1.250 -1.03
Cl -4.668 -3.338 -1.037 0.50
Cl -2.423 -5.339 -1.328 0.48
H -4.576 -5.590 -0.396 0.02
H -4.687 -5.558 -2.063 0.03
```

Frontier orbital gap: 2.67 eV
Total charge: 0
E_tot: -82077.987 eV
Highest occupied orbital energy: -9.815 eV

=====

Entry 5:
The following is a quantum chemistry calculation of a structure of composition C34H35ClFN5O3PRe, from the OMol25 dataset.

```
81
Properties=species:S:1:pos:R:3:lowdin_spin:R:1
Re 0.088 0.078 0.317 2.39
N -0.785 -2.003 2.479 0.01
P -0.540 -0.331 2.649 0.05
C -2.059 0.369 3.292 0.00
C -2.250 0.450 4.674 0.00
C -3.480 0.839 5.179 0.00
C -4.522 1.141 4.312 0.00
C -4.339 1.055 2.938 0.00
C -3.111 0.670 2.425 0.00
C 0.750 -0.147 3.872 0.01
C 0.967 1.112 4.438 0.00
C 2.011 1.291 5.329 0.00
C 2.838 0.223 5.658 0.00
C 2.629 -1.026 5.091 0.00
C 1.590 -1.215 4.192 0.00
C -1.084 -2.553 1.250 0.03
C -1.596 -3.845 1.149 0.00
C -1.835 -4.376 -0.094 0.03
C -1.567 -3.617 -1.235 0.00
C -1.075 -2.354 -1.082 0.02
N -0.839 -1.805 0.149 0.03
H -1.051 -2.553 3.286 0.00
H -1.445 0.211 5.358 0.00
H -3.627 0.899 6.249 0.00
H -5.484 1.434 4.711 0.00
H -5.158 1.275 2.266 0.00
H -2.979 0.595 1.353 0.00
H 0.319 1.946 4.195 0.00
H 2.179 2.262 5.775 0.00
H 3.647 0.366 6.361 0.00
H 3.273 -1.855 5.351 0.00
H 1.436 -2.191 3.750 0.00
H -1.790 -4.411 2.050 0.00
H -2.227 -5.381 -0.184 0.00
H -1.733 -4.006 -2.229 0.00
H -0.834 -1.732 -1.930 0.00
C -1.891 5.859 -4.510 0.00
C -2.897 4.791 -4.124 0.00
N -2.460 4.016 -2.935 0.01
C -1.831 2.868 -3.129 0.00
C -1.314 2.079 -2.115 0.01
C -0.615 0.838 -2.555 0.02
O -0.773 0.366 -3.645 0.03
O 0.154 0.249 -1.633 0.16
C -1.486 2.480 -0.786 0.01
O -1.094 1.803 0.241 0.08
C -2.176 3.728 -0.558 0.00
C -2.389 4.202 0.746 0.00
C -3.020 5.392 0.943 0.00
F -3.258 5.797 2.200 0.00
C -3.452 6.209 -0.124 0.00
C -3.256 5.732 -1.407 0.00
C -2.641 4.495 -1.640 0.00
N -4.052 7.471 0.059 0.00
C -3.786 8.243 1.265 0.00
C -3.993 9.718 0.974 0.00
N -5.406 9.937 0.494 0.00
C -5.705 9.094 -0.719 0.00
C -5.427 7.638 -0.397 0.00
H -2.244 6.387 -5.394 0.00
H -0.926 5.414 -4.750 0.00
H -1.740 6.588 -3.713 0.00
H -3.031 4.066 -4.923 0.00
H -3.883 5.200 -3.911 0.00
H -1.714 2.536 -4.154 0.00
H -2.077 3.612 1.597 0.00
H -3.548 6.363 -2.233 0.00
H -2.751 8.113 1.575 0.00
H -4.422 7.937 2.106 0.00
H -3.339 10.063 0.175 0.00
H -3.844 10.329 1.861 0.00
H -5.559 10.925 0.284 0.00
H -6.059 9.699 1.245 0.00
H -5.054 9.459 -1.511 0.00
H -6.745 9.259 -0.993 0.00
H -5.604 7.057 -1.299 0.00
H -6.141 7.281 0.361 0.00
Cl 2.235 1.180 0.511 0.07
C 2.039 -0.628 0.572 0.01
H 2.406 -0.988 1.528 0.01
H 2.538 -1.069 -0.287 0.01
```

Frontier orbital gap (alpha / beta): 8.12 / 7.34 eV
Total charge: +3
E_tot: -76056.686 eV
Highest occupied orbital energy (alpha / beta): -15.667 / -15.979 eV
Multiplicity: 4

=====

Entry 6:
The following is a quantum chemistry calculation of a cluster of 2 separate species, C9H14O in total at a distorted geometry, from the OMol25 dataset.

```
24
Properties=species:S:1:pos:R:3:lowdin_charge:R:1
C -1.444 1.187 1.278 -0.06
C -0.606 -0.027 1.173 -0.24
C -0.340 -0.803 0.068 -0.04
C 0.477 -1.935 0.211 -0.02
C 0.981 -2.330 1.420 -0.36
O 1.946 -3.298 1.475 0.00
C 0.605 -1.705 2.632 -0.03
C -0.196 -0.582 2.532 -0.01
H -2.365 0.991 0.831 0.07
H -1.028 2.090 0.904 0.07
H -1.743 1.211 2.281 0.05
H -0.592 -0.365 -0.921 0.10
H 0.572 -2.581 -0.574 0.09
H 2.778 -2.718 1.656 0.16
H 0.924 -2.057 3.611 0.11
H -0.456 0.063 3.432 0.12
C -0.151 2.314 -2.491 -0.16
C 0.350 0.954 -3.003 -0.19
H 0.467 3.171 -2.789 0.06
H -1.249 2.384 -2.905 0.10
H -0.286 2.448 -1.464 0.01
H 0.830 0.398 -2.192 0.03
H 0.960 1.000 -3.947 0.08
H -0.436 0.189 -3.217 0.07
```

Frontier orbital gap: 9.42 eV
SMILES: Cc1ccc(O)cc1.CC
Total charge: 0
E_tot: -11605.775 eV
Highest occupied orbital energy: -8.565 eV